[1]
Below is 2 unconnected molecules or ions with the total composition C4H12 at a distorted geometry, with properties calculated with ωB97M-V with the def2-TZVPD basis set.

XYZ file:
```
16
Properties=species:S:1:pos:R:3:forces:R:3
C -0.224 0.794 -2.136 -1.2575 0.4830 -0.7984
C 0.824 1.432 -1.269 1.3139 0.5697 -0.4691
H -0.500 1.409 -3.003 0.2774 0.2140 0.1539
H 0.030 -0.159 -2.592 0.1864 -0.2243 0.4119
H -1.179 0.726 -1.604 0.1924 -0.4798 0.0808
H 1.573 1.991 -1.845 -0.1503 -0.1862 -0.3065
H 1.432 0.699 -0.746 -0.3004 0.0006 0.4505
H 0.432 2.205 -0.614 -0.2374 -0.3067 0.3935
C -0.751 -1.199 2.285 1.0256 0.1125 1.7214
C 0.154 -1.176 1.037 -0.8793 1.4222 1.6169
H -1.435 -0.352 2.313 -0.5458 -0.3897 -0.5285
H -1.196 -2.157 2.557 -0.5292 0.1017 -0.6338
H -0.208 -0.975 3.224 0.4431 -0.1967 -0.4309
H 0.788 -2.041 0.934 -0.2338 -0.3888 -0.4753
H 0.804 -0.314 1.197 0.1591 -0.0611 -0.2988
H -0.543 -0.884 0.261 0.5357 -0.6702 -0.8877
```
Positions in Å, forces in eV/Å.

For the LUMO energy, the calculation gives 1.18 eV. As for the SMILES: CC.CC. The calculation puts the energy relative to the best compared isomer or geometry (same formula, charge and spin) at 12.3 kcal/mol. For the HOMO-LUMO gap, the calculation gives 12.438 eV. The HOMO energy is -11.260 eV. As for the molar mass: 60.1 g mol⁻¹.

natural (NBO) population analysis, charges in e, atoms 1 to 2: number 1, C, carries -0.62; number 2, C, carries -0.62

***

[2]
Below is C4H8N2O in the gas phase at a distorted geometry, with properties calculated with ωB97M-V with the def2-TZVPD basis set.

XYZ file:
```
15
Properties=species:S:1:pos:R:3:forces:R:3
C -0.613 -0.679 -1.368 -0.3026 0.1196 0.3418
C -0.231 0.347 -0.282 -0.6454 0.0456 0.8964
O -1.119 0.387 0.962 0.7843 -1.7127 0.0461
C -0.389 1.749 -0.646 -0.7867 1.1593 0.3903
N -0.872 2.783 -0.466 0.7876 -0.0492 -1.0056
C 1.163 -0.009 0.318 -0.0976 0.1860 -0.0194
N 0.880 -1.113 1.215 0.1914 -0.0578 0.3105
H -1.615 -0.477 -1.745 -0.0508 -0.0898 0.0485
H -0.563 -1.675 -0.925 -0.1324 0.1699 0.0416
H 0.073 -0.687 -2.234 -0.1025 0.4161 0.5620
H -1.957 0.857 1.156 0.8949 0.0882 -1.7207
H 1.605 0.887 0.784 -0.2553 -0.1280 0.0795
H 1.890 -0.351 -0.437 -0.5645 0.2453 -0.1129
H 0.130 -0.780 1.815 0.2106 -0.3812 0.1595
H 1.683 -1.342 1.783 0.0691 -0.0114 -0.0177
```
Positions in Å, forces in eV/Å.

For the LUMO energy, the calculation gives 0.73 eV. As for the SMILES: C[C@](O)(C#N)CN. The calculation puts the energy relative to the best compared isomer or geometry (same formula, charge and spin) at 61.4 kcal/mol. For the HOMO-LUMO gap, the calculation gives 10.315 eV. The HOMO energy is -9.583 eV. As for the molar mass: 100.1 g mol⁻¹.

natural (NBO) population analysis, charges in e, atoms 1 to 2: number 1, C, carries -0.63; number 2, C, carries 0.18

***

[3]
Below is 2 unconnected molecules or ions with the total composition C5H14 at a distorted geometry, with properties calculated with ωB97M-V with the def2-TZVPD basis set.

XYZ file:
```
19
Properties=species:S:1:pos:R:3:forces:R:3
C 2.061 -0.269 -0.396 -0.3650 -0.6557 -0.7910
C 1.182 -1.424 -0.911 0.2622 0.0908 -0.1203
C 0.257 -0.999 -2.049 -0.6401 0.3395 -0.0986
H 1.349 0.531 -0.189 0.4555 0.2254 0.6250
H 2.674 -0.623 0.431 -0.2450 0.4246 0.3090
H 2.751 0.095 -1.160 -0.0786 -0.0195 -0.1316
H 1.797 -2.256 -1.254 0.0764 -0.0811 0.0938
H 0.605 -1.794 -0.069 -0.1493 -0.0810 0.1174
H 0.627 -1.307 -3.022 0.2045 0.1719 -0.1305
H -0.761 -1.397 -1.993 0.1774 -0.2888 0.2296
H 0.093 0.087 -2.056 0.2766 -0.1105 -0.0801
C -1.172 1.817 1.563 -0.5523 -0.0198 -0.5688
C -2.011 0.532 1.638 0.3019 0.3841 -0.0368
H -1.559 2.630 2.181 0.2066 -0.1628 0.1868
H -0.140 1.578 1.802 0.1382 0.1893 0.2682
H -1.161 2.196 0.532 -0.0581 -0.0407 0.1753
H -1.663 -0.095 0.821 -0.2187 -0.3884 0.0248
H -3.090 0.679 1.550 0.1643 0.1609 -0.1541
H -1.839 0.017 2.579 0.0434 -0.1381 0.0818
```
Positions in Å, forces in eV/Å.

For the LUMO energy, the calculation gives 1.13 eV. As for the SMILES: CCC.CC. The calculation puts the energy relative to the best compared isomer or geometry (same formula, charge and spin) at 5.4 kcal/mol. For the HOMO-LUMO gap, the calculation gives 12.553 eV. The HOMO energy is -11.418 eV. As for the molar mass: 74.2 g mol⁻¹.

natural (NBO) population analysis, charges in e, atoms 1 to 2: number 1, C, carries -0.60; number 2, C, carries -0.40

***

[4]
Below is a molecular structure, C26H16F5N5OSW, with properties calculated with ωB97M-V with the def2-TZVPD basis set.

XYZ file:
```
55
Properties=species:S:1:pos:R:3:forces:R:3
W 0.183 -0.406 0.020 -0.0699 -0.5891 -0.6458
F 2.672 0.302 6.299 0.0035 0.0034 0.0601
C 2.640 0.235 4.971 0.0130 0.0005 -0.1135
C 1.440 0.089 4.302 0.0476 0.0025 0.0210
F 0.288 0.020 4.970 0.0021 -0.0019 -0.0183
C 1.471 0.026 2.925 -0.4568 -0.0624 -0.4398
F 0.234 -0.103 2.277 0.1745 0.1441 0.2843
C 2.592 0.096 2.128 0.3363 0.0485 0.2164
S 2.552 0.000 0.363 -0.0474 0.0900 0.0919
C 3.780 0.249 2.852 0.0331 -0.0110 -0.2308
F 4.943 0.337 2.202 -0.0306 -0.0032 -0.0111
C 3.813 0.315 4.231 -0.0835 -0.0087 0.1052
F 4.974 0.459 4.869 -0.0054 0.0004 -0.0161
N -7.085 0.341 -7.430 0.0123 0.0037 0.0157
C -6.291 0.273 -6.602 -0.0079 -0.0108 -0.0147
C -5.296 0.188 -5.566 -0.0148 0.0100 -0.0059
C -4.589 -0.998 -5.378 0.0022 0.0195 0.0118
C -3.629 -1.071 -4.384 0.0082 0.0011 -0.0236
C -3.376 0.029 -3.570 0.0358 -0.0044 0.0372
C -4.091 1.207 -3.759 -0.0115 0.0055 0.0094
C -5.046 1.294 -4.757 0.0119 -0.0314 -0.0048
C -2.341 -0.059 -2.495 -0.0749 0.0100 -0.3189
C -1.004 -0.061 -2.934 -0.3090 -0.0018 0.1267
C -0.578 0.127 -4.267 0.2624 -0.0574 0.1918
C 0.808 0.094 -4.245 -0.0074 0.0292 -0.3093
C 1.182 -0.113 -2.917 -0.2327 -0.0657 0.3399
N 0.107 -0.202 -2.115 0.2369 0.1116 0.3994
C -2.816 -0.116 -1.200 0.0977 0.0591 0.3367
C -4.179 -0.132 -0.773 0.0785 -0.0048 -0.1882
C -4.173 -0.179 0.594 0.0948 -0.0120 0.1056
C -2.809 -0.194 0.976 -0.0130 -0.0144 0.1799
N -1.999 -0.157 -0.066 0.1063 0.0684 -0.3638
H -4.796 -1.850 -6.010 0.0090 -0.0051 0.0062
H -3.068 -1.984 -4.231 -0.0078 -0.0011 -0.0066
H -3.892 2.057 -3.119 -0.0047 0.0029 -0.0086
H -5.600 2.208 -4.916 0.0073 0.0045 0.0122
H -1.221 0.269 -5.119 0.0055 0.0114 -0.0314
H 1.479 0.195 -5.083 -0.0134 0.0056 0.0124
H 2.169 -0.213 -2.493 0.0331 0.0231 -0.0655
H -5.038 -0.125 -1.425 0.0034 0.0037 0.0057
H -5.020 -0.214 1.259 -0.0010 0.0053 -0.0004
H -2.404 -0.243 1.978 -0.0339 -0.0009 -0.0023
C 0.295 5.187 1.596 -0.0021 0.0485 -0.0115
N 0.105 4.033 0.734 0.0104 -0.0606 0.0190
C -0.240 4.050 -0.596 -0.0085 0.0456 -0.0469
C -0.290 2.753 -0.998 0.0109 -0.0382 0.0633
N 0.023 1.942 0.070 -0.1343 0.2169 0.1510
C 0.252 2.745 1.087 0.0291 0.0418 -0.0300
H 0.110 6.085 1.013 0.0038 0.0055 0.0165
H 1.316 5.218 1.973 0.0039 -0.0154 -0.0079
H -0.402 5.161 2.431 -0.0065 -0.0158 -0.0056
H -0.407 4.972 -1.125 -0.0050 -0.0086 -0.0026
H -0.511 2.344 -1.969 -0.0059 0.0228 -0.0056
H 0.545 2.438 2.078 -0.0124 0.0282 0.0053
O 0.153 -2.089 0.160 -0.0731 -0.0483 0.1044
```
Positions in Å, forces in eV/Å.

For the LUMO energy, the calculation gives -1.12 eV. The calculation puts the energy relative to the best compared isomer or geometry (same formula, charge and spin) at 5.1 kcal/mol. For the HOMO-LUMO gap, the calculation gives 5.967 eV. The HOMO energy is -7.091 eV. As for the molar mass: 725.3 g mol⁻¹.

natural (NBO) population analysis, charges in e, atoms 1 to 2: number 1, W, carries 1.37; number 2, F, carries -0.28

***

[5]
Below is 3 unconnected molecules or ions with the total composition C7H18NO2 at a distorted geometry, with properties calculated with ωB97M-V with the def2-TZVPD basis set.

XYZ file:
```
28
Properties=species:S:1:pos:R:3:forces:R:3
C 0.345 -1.432 -1.672 0.7368 1.1600 -0.6959
C 0.449 0.034 -2.101 -0.9588 -0.4557 -0.2207
C 0.617 0.987 -0.927 -0.2228 0.2748 -0.4074
C 1.388 0.889 0.154 -0.2373 -0.1617 0.2436
C 2.315 -0.175 0.636 1.0267 -0.7967 -0.0150
C -1.520 2.264 -0.623 -1.0401 -0.8202 -0.5346
C -0.275 2.180 -1.067 0.0266 0.6095 0.9612
N -0.734 -1.605 -0.658 0.4626 -0.3228 1.2022
H 1.316 -1.628 -1.249 -0.1083 -0.7488 0.3964
H 0.163 -2.138 -2.479 -0.0690 0.2020 -0.0850
H -0.475 0.301 -2.613 -0.2679 0.0653 0.1207
H 1.156 0.144 -2.919 0.6207 -0.0497 0.2860
H 1.319 1.719 0.851 -0.0412 0.0018 -0.0881
H 2.181 -1.215 0.323 -0.4913 0.1899 -0.1547
H 3.350 -0.005 0.308 -0.1217 0.3693 0.0933
H 2.364 -0.233 1.725 -0.1388 0.3243 -0.0390
H -2.108 1.453 -0.180 0.5612 -0.2286 0.0300
H -2.199 3.062 -0.879 0.3918 0.6721 0.1862
H 0.141 3.116 -1.417 0.2469 -0.0850 -0.5603
H -0.349 -1.914 0.247 -0.2142 -0.2530 0.0415
H -1.237 -0.767 -0.333 0.1110 0.1565 -0.7089
H -1.377 -2.325 -0.959 -0.4344 -0.0301 0.0925
H -0.141 -2.480 2.543 0.0346 -0.5516 -0.4361
H -1.382 -1.803 2.808 -0.7140 0.1259 -0.5371
O -1.014 -2.386 2.128 0.8466 0.2344 0.7452
H -0.662 0.374 3.296 -0.2073 0.5462 0.2611
H -1.512 1.322 2.355 0.0586 0.1151 0.4724
O -0.899 0.583 2.391 0.1429 -0.5430 -0.6494
```
Positions in Å, forces in eV/Å.

For the LUMO energy, the calculation gives -2.96 eV. The calculation puts the energy relative to the best compared isomer or geometry (same formula, charge and spin) at 25.8 kcal/mol. As for the charge: +1. For the HOMO-LUMO gap, the calculation gives 9.794 eV. The HOMO energy is -12.755 eV. As for the molar mass: 148.2 g mol⁻¹.

natural (NBO) population analysis, charges in e, atoms 1 to 2: number 1, C, carries -0.23; number 2, C, carries -0.45

***

[6]
Below is a molecular structure, C4H18B3O4Tl at a distorted geometry, with properties calculated with ωB97M-V with the def2-TZVPD basis set.

XYZ file:
```
30
Properties=species:S:1:pos:R:3:forces:R:3
Tl -0.670 0.071 -0.050 -2.2341 -4.1669 -4.7241
B -2.156 -0.156 -1.764 -1.1805 0.2925 -0.5197
H -2.613 0.118 -0.826 -3.1230 0.5717 2.7804
H -1.504 0.675 -1.987 1.6393 3.5630 -1.7513
H -1.552 -1.037 -1.608 0.7503 -2.3740 -0.5366
H -2.841 -0.399 -2.561 -2.8491 -0.6212 -2.8618
B 0.867 -0.745 -1.940 2.0877 0.3505 -1.0342
H 1.549 -0.534 -2.749 3.0584 1.6293 -3.3985
H 0.085 -0.002 -1.925 -1.9455 2.7306 -0.5430
H 0.445 -1.720 -2.126 -1.1980 -2.9045 -1.5799
H 1.367 -0.856 -0.990 1.7802 0.0336 0.3724
B -0.291 -2.262 -0.145 -0.4461 -0.9172 0.0325
H -1.057 -2.103 0.597 -3.7044 0.6126 3.7310
H -0.641 -1.952 -1.118 -1.3935 -0.8408 -1.7795
H 0.618 -1.711 0.037 1.0182 -0.5940 0.6563
H -0.044 -3.313 -0.163 0.9017 -4.1313 0.1447
C -1.817 2.761 2.747 1.2138 -0.8684 -1.9191
C -1.430 1.855 1.485 -1.3077 0.1763 2.0072
O -0.259 1.708 1.105 1.0581 4.7673 2.0466
O -2.290 1.088 0.967 -1.7395 1.8585 2.3192
H -2.025 2.047 3.544 -0.8046 0.2139 -0.1383
H -2.591 3.436 2.383 -0.3536 -0.2507 0.6757
H -0.960 3.330 3.108 0.0888 0.0868 -0.3825
C 3.339 0.413 0.575 0.4636 -0.4399 0.2789
C 2.192 -0.544 0.642 1.9008 -3.1112 -1.3491
O 1.038 -0.133 0.786 3.8491 2.8730 5.5778
O 2.427 -1.720 0.333 2.2440 -0.0403 1.8011
H 3.178 1.034 -0.306 -0.0118 0.5025 0.3321
H 4.203 -0.228 0.397 0.1628 0.2508 0.0238
H 3.434 0.880 1.555 0.0745 0.7477 -0.2620
```
Positions in Å, forces in eV/Å.

For the LUMO energy, the calculation gives 4.69 eV. As for the charge: -2. For the HOMO-LUMO gap, the calculation gives 4.552 eV. The HOMO energy is 0.133 eV. As for the molar mass: 367.0 g mol⁻¹.

Mulliken population analysis, charges in e, atoms 1 to 2: number 1, Tl, carries 0.67; number 2, B, carries 0.63